C32H54N2O2 | ωB97M-V with the def2-TZVPD basis set

Output
- E_HOMO (eV) = -9.000
- SMILES = CC(=O)OCCCCCC[C@@H](C#N)[C@H](C#N)Cc1cccc(C)c1.CCCCCC.CCCCCC
- spin multiplicity = 1
- gap between HOMO and LUMO (eV) = 9.49

Geometry as XYZ:
```
90
Properties=species:S:1:pos:R:3:forces:R:3:lowdin_charge:R:1
H -3.46664 0.10228 -3.74075 0.7 -0.8 0.7 0.13
H -1.79445 -8.87434 -2.09949 0.0 0.0 0.0 0.11
H 0.33985 -10.12279 -1.32407 0.0 0.0 0.0 0.08
H -3.61399 -4.34379 -1.80880 -0.5 1.1 0.1 0.07
H -1.08573 1.24738 -0.17695 -0.7 0.4 -0.9 0.12
O -3.61972 -0.90648 -1.93498 0.2 -1.3 -0.3 -0.08
C -1.81570 1.68442 -2.27918 0.9 -1.3 0.7 -0.18
C -3.29212 -2.17770 -1.45154 0.9 -0.8 1.4 -0.45
H 0.35220 1.81027 3.44927 0.2 -1.1 -0.2 0.11
H -2.87589 3.68241 -0.86061 0.6 -0.6 0.9 0.12
H 5.79297 8.28281 1.43011 -0.1 0.0 0.0 0.10
C 5.73187 7.86435 -0.66811 -0.1 0.2 0.0 -0.11
C -2.31003 3.09245 -0.07143 -0.6 0.2 -0.7 -0.19
H 0.93564 -6.26871 -2.77635 0.0 0.0 0.0 0.10
C -2.81837 -0.56594 -3.09827 1.0 0.3 -0.7 -0.17
H -1.07946 -2.46792 2.89922 0.7 0.9 0.0 0.11
H -0.68774 0.13246 -3.49490 -0.9 -0.1 0.6 0.11
C 2.11215 -1.06547 2.14959 -2.7 0.6 1.2 -0.05
H -2.12781 0.36215 1.57134 -0.7 0.6 0.8 0.12
C 5.19492 7.67348 0.74518 0.1 0.0 0.0 -0.27
C -2.60217 2.36869 2.46730 -1.7 0.6 0.6 -0.23
H -1.10620 -0.38339 -1.76755 -0.1 0.6 -1.2 0.10
C -4.13434 0.33056 2.36490 2.4 0.0 0.5 -0.18
H -2.00936 -7.19514 -1.66727 0.0 0.0 0.0 0.10
H -1.65310 -4.88246 -3.66605 0.0 0.0 0.0 0.07
H 0.41513 -6.04845 -4.43300 0.0 0.0 0.1 0.10
C 2.21540 5.57246 1.67789 -0.1 0.1 0.0 -0.11
C -3.25595 3.03637 1.18913 0.3 1.0 0.0 -0.18
N -5.13996 -0.22326 2.37761 -0.2 0.2 -0.2 0.15
H 0.31580 -7.10985 -0.75060 -0.1 0.0 0.0 0.10
C -0.19711 -8.06337 -0.91104 -0.1 -0.1 0.0 -0.27
C 0.82737 -9.15171 -1.20789 0.1 0.1 0.1 -0.11
H -1.14437 -5.06219 -1.97940 0.0 0.0 0.0 0.06
H 3.10713 -1.35718 1.71679 -1.2 0.4 0.6 0.10
H -2.57964 -1.50981 -3.66294 -0.3 0.8 0.4 0.12
H 3.18479 1.96818 3.32581 0.1 -0.7 -0.9 0.08
H -1.57086 2.79367 2.60508 -0.9 -0.7 -0.1 0.14
H 2.30950 4.59505 2.15808 0.0 0.0 0.0 0.06
C 2.91014 5.58045 0.32243 0.0 -0.2 0.0 -0.27
C -0.49672 -0.30310 3.23158 0.6 0.6 0.4 -0.20
H -1.58346 -7.44390 -4.06516 0.0 0.0 0.0 0.11
N -4.11418 3.06332 4.61757 -0.1 0.2 0.1 0.15
C -3.47374 2.83452 3.69452 1.7 -1.0 -1.7 -0.19
H 1.15109 5.78899 1.55816 0.0 0.0 0.1 0.07
H 1.25711 -3.11127 1.95617 -0.4 1.1 0.4 0.10
C 3.02938 1.35036 2.40121 -1.3 0.0 -0.6 -0.08
H 2.70309 2.05686 1.57408 0.5 -0.6 0.9 0.07
C -1.46500 0.16796 -2.68867 -1.3 0.3 0.5 -0.15
H -0.69641 -8.30333 0.03303 0.0 0.1 0.0 0.10
C 4.39846 5.24022 0.40456 0.1 0.0 -0.1 -0.23
C 1.04017 -2.06668 2.29537 -0.1 1.9 0.2 -0.07
H -1.80633 0.92978 4.59140 -0.2 -0.8 -0.9 0.12
C -0.78636 -4.99622 -3.00916 0.2 0.1 0.0 -0.12
H -4.27585 2.60993 0.94214 1.3 0.1 0.3 0.13
C -1.26143 -7.92250 -1.99900 -0.1 0.1 0.0 -0.23
H 4.51133 4.24151 0.84158 0.0 0.0 0.0 0.10
C -1.98115 1.68633 -0.71403 -0.6 0.3 0.8 -0.22
H -5.06469 -3.53999 -1.09698 0.8 0.5 -0.6 0.09
H 4.80002 5.16884 -0.61116 0.0 0.0 0.0 0.10
H 1.39250 -8.93792 -2.11733 0.0 0.0 0.0 0.06
H -2.76531 1.98005 -2.80296 0.9 0.0 0.6 0.11
H -3.46361 4.11529 1.47385 0.2 -1.2 -0.3 0.12
H -0.96241 2.35012 -2.58430 -0.9 -0.4 0.2 0.11
C -4.22769 -3.39914 -1.83044 0.4 0.2 -0.4 0.02
C -2.65086 0.78547 2.47377 -0.6 0.2 0.1 -0.23
C -0.73305 -7.51764 -3.37814 0.1 -0.1 0.0 -0.23
H -0.18387 -4.08818 -3.08789 -0.1 0.0 0.0 0.07
H 2.63133 6.32550 2.35048 0.0 0.0 0.0 0.07
H -1.38789 3.71286 0.15035 -0.9 -0.8 -0.1 0.11
H -2.54850 -0.69597 4.09644 0.9 0.9 -0.1 0.12
H 6.28554 5.87776 1.20090 0.0 0.0 0.0 0.11
H 4.93781 6.18346 2.26958 0.0 0.0 0.0 0.10
H 3.95597 0.84117 2.03032 -0.8 0.5 0.7 0.07
H 5.13977 7.31556 -1.40326 0.1 0.0 0.0 0.06
C 0.53624 0.75686 3.13531 1.1 -3.9 -1.3 0.01
H 2.42283 4.84191 -0.32286 0.0 0.1 0.0 0.10
C 1.84946 0.32140 2.58464 -0.3 -0.6 0.0 -0.23
C 5.24550 6.22137 1.21986 -0.1 0.0 0.1 -0.23
H -4.66610 -3.29699 -2.86371 0.4 0.1 1.1 0.09
H 6.76899 7.52732 -0.73838 0.0 0.0 0.0 0.08
C -1.91009 0.17207 3.76762 0.1 -0.7 -1.4 -0.09
O -2.32605 -2.33192 -0.71106 -2.0 0.4 -1.6 0.08
C 0.04851 -6.20414 -3.41325 -0.1 -0.1 -0.1 -0.27
H 1.54286 -9.23089 -0.38596 0.0 -0.1 -0.1 0.07
C -0.27748 -1.69731 2.83056 2.2 1.7 -0.4 -0.03
H 4.17318 8.06133 0.80547 0.0 0.0 0.0 0.10
H 5.70239 8.92121 -0.94356 0.0 -0.1 -0.1 0.07
H -2.84645 1.00303 -0.44721 0.9 0.7 -0.5 0.11
H -0.09787 -8.31632 -3.77397 0.0 0.0 0.0 0.10
H 2.76483 6.55113 -0.16065 0.0 0.0 0.0 0.10
```
Forces are in eV/Å.



C46H87FN2O9SSi | ωB97M-V with the def2-TZVPD basis set

Output
- E_HOMO (eV) = -8.374
- SMILES = CC(=O)NCCCCN(CCCCCCCC[Si](C)(C)c1ccccc1)S(=O)(=O)F.C1CCOC1.C1CCOC1.C1CCOC1.C1CCOC1.C1CCOC1.C1CCOC1
- spin multiplicity = 1
- gap between HOMO and LUMO (eV) = 7.46

Geometry as XYZ:
```
147
Properties=species:S:1:pos:R:3:forces:R:3:lowdin_charge:R:1
H 1.39091 6.62215 -2.14774 1.2 -1.0 2.1 0.11
H -6.58291 1.43157 8.31620 0.0 -0.1 0.0 0.12
H -8.43129 7.00560 1.72161 0.1 -0.1 -0.1 0.11
H -3.98755 5.09222 -1.52114 1.4 -1.6 -1.1 0.08
H 5.06189 2.40214 -1.86552 1.7 0.5 2.1 0.15
H -0.42939 -1.59130 1.07380 -0.1 0.0 0.0 0.11
H 5.02475 -1.28875 0.73155 -1.4 -1.4 -1.6 0.09
C -6.25429 7.02214 1.94583 0.2 0.5 0.4 -0.18
C 5.14030 -10.35489 -4.06072 -0.7 0.0 0.0 -0.18
H -8.73129 0.31949 8.12438 0.1 -0.1 -0.1 0.12
C 4.70998 4.00176 0.33279 -2.2 0.3 0.5 -0.26
H -8.15259 -0.91012 5.75233 0.1 0.1 0.0 0.12
C -4.83798 2.20221 0.71508 -4.1 -1.6 -1.2 -0.05
C -4.36510 -3.04406 4.75310 0.1 0.5 0.0 -0.20
H -1.98154 1.44227 -3.66345 -1.1 -0.4 2.1 0.06
H -4.39730 3.18778 -4.83401 -1.2 -0.9 1.6 0.04
C -2.57246 1.24945 -2.66622 0.2 -0.8 0.7 -0.22
H -4.38774 -6.36891 4.68387 0.1 0.1 0.0 0.12
H 6.36138 -11.12519 -6.49245 0.0 -0.1 0.0 0.12
H -6.85901 1.23329 -2.50499 0.8 0.5 2.6 0.07
H 4.27822 -10.52084 -4.71749 0.1 0.0 0.1 0.12
H -7.60276 7.52855 -0.48788 -0.1 0.0 0.0 0.12
C -0.66079 5.34074 -1.42037 0.6 -0.4 0.3 -0.23
O 7.96203 -3.45555 -6.12991 -0.1 -0.2 0.2 -0.14
H -8.29359 0.85214 2.11157 2.0 0.6 -1.8 0.08
H 5.81226 -12.38939 -4.50700 0.1 0.1 0.0 0.11
C 5.83490 -9.06454 -4.43776 0.2 0.4 0.0 -0.22
C -1.88957 4.33443 -0.96462 0.4 0.5 -0.3 -0.25
H -0.35714 5.15954 -2.54380 -0.8 0.3 2.1 0.11
C -7.46849 1.13914 1.32096 2.9 1.0 -3.2 -0.08
F 6.85875 5.04821 2.05264 0.0 -2.0 -2.9 -0.24
C -5.02522 2.76948 -3.93956 -0.9 0.1 -0.2 -0.24
H -1.36940 0.75611 3.92555 0.0 0.1 -0.1 0.12
H -7.64831 5.41375 1.69802 0.0 0.1 -0.1 0.12
O -1.74563 0.78785 1.88420 0.1 -0.2 0.1 -0.16
H -3.79285 -2.63999 5.59490 -0.1 0.1 0.1 0.12
H -2.16327 -1.46197 3.56355 0.3 0.0 -0.1 0.10
H 5.47822 -4.59472 -5.36226 0.0 0.0 0.1 0.12
C -3.18312 4.35285 -1.97794 0.5 1.2 0.6 -0.27
H -5.06412 -2.27751 4.40638 0.2 0.0 0.0 0.12
O -5.90027 6.39503 -0.30973 -0.1 0.1 0.3 -0.16
H 3.95349 3.24419 -0.18345 1.5 1.8 1.2 0.12
H -1.95099 -0.09109 0.01441 0.0 0.1 0.1 0.09
H 8.11897 -5.49270 -4.16141 0.0 -0.1 -0.1 0.12
H 7.06682 -2.34781 -1.80851 -1.1 0.4 -0.4 0.13
C -7.84069 -0.22382 7.79862 -0.5 -0.4 0.2 -0.18
C 1.83122 6.17872 -1.13459 0.1 0.3 0.0 -0.23
H -1.87812 1.23090 -1.70484 -1.1 -0.1 -2.2 0.02
H -4.36836 7.16511 0.86069 -0.1 -0.1 -0.1 0.12
C 8.07436 -4.88245 -6.22255 0.1 0.0 -0.4 -0.20
H -3.83862 -5.10472 2.69841 0.0 -0.1 0.0 0.12
H -3.24064 -0.43531 1.18857 0.0 -0.1 -0.1 0.12
H 7.60677 2.80030 -2.50144 -0.5 -1.9 1.7 0.14
H 4.81089 6.36872 0.38936 -1.4 -1.8 -0.4 0.12
H 7.01226 -6.46327 -5.15177 0.1 0.1 0.0 0.10
H 8.09993 1.74423 -0.93664 -1.5 0.4 -1.8 0.11
C -7.54069 6.46229 1.39584 -0.5 -0.5 0.2 -0.18
H -0.92358 6.48353 -1.28678 0.3 -2.3 -0.3 0.12
H -3.80445 2.65030 1.05719 -2.3 -1.1 -0.6 0.09
O -6.20027 -0.29108 6.09305 -0.2 0.0 0.3 -0.16
H -5.41144 -4.34303 6.16491 0.0 0.0 -0.1 0.11
C -7.31048 6.54778 -0.09713 0.0 0.1 -0.4 -0.20
C 3.34799 5.57866 -1.30714 0.5 0.7 -0.1 -0.21
C -3.32564 -4.78809 3.61309 0.1 0.1 -0.4 -0.20
C -1.23894 -1.22487 3.02366 -0.3 -0.1 0.6 -0.18
H -5.18176 -1.18132 7.63744 0.1 0.0 0.1 0.11
H 0.45210 5.39479 0.57582 0.8 -0.8 -2.2 0.12
C -6.00103 1.74773 1.80928 -0.9 -0.4 -3.6 -0.06
H 6.75713 0.68431 -3.73803 0.4 -0.4 2.2 0.12
H 4.99820 -0.07809 -1.91352 2.2 -0.7 0.6 0.13
O 6.76203 -9.38167 -5.48513 -0.2 -0.2 0.2 -0.15
C -2.15899 -0.31416 1.06449 -0.4 0.1 -0.1 -0.20
C -3.99507 -5.36144 4.84289 0.4 -0.5 0.3 -0.18
H -5.92178 -4.50036 4.47338 0.1 0.0 0.1 0.12
H -0.41801 -1.77146 3.49464 -0.1 0.1 0.0 0.12
C 4.27956 -1.92744 0.05245 0.2 1.4 0.3 -0.06
H -4.88176 5.50479 1.23466 0.0 0.0 0.1 0.11
C 7.03490 -3.13842 -5.08254 0.2 0.3 0.0 -0.22
H -2.24623 4.67234 0.11906 0.9 -1.1 -2.2 0.12
H 5.13588 -8.29798 -4.78449 0.1 0.0 0.0 0.12
H 3.17028 5.61868 0.98005 1.8 -0.4 -1.4 0.12
C -5.14891 2.04838 -0.89549 -3.4 -1.7 3.1 -0.20
H 7.60715 -2.73434 -4.24074 -0.1 0.0 0.0 0.09
H -8.76563 0.50805 -0.70038 2.2 1.0 1.1 0.08
H -1.94421 -2.46746 1.36582 0.0 0.1 0.1 0.11
H 5.98856 -4.43739 -3.67074 0.0 0.1 -0.2 0.09
O 4.66508 -3.87202 -1.55034 2.7 7.7 1.9 -0.07
C 6.20493 -11.38191 -4.34798 0.4 -0.4 0.3 -0.19
H 9.12794 -5.16535 -6.29754 -0.1 0.1 -0.1 0.12
H -2.84303 4.79830 -3.00512 -0.6 -0.8 1.7 0.08
H 0.03751 0.51799 2.86536 0.1 0.0 0.1 0.11
H 4.03194 6.27519 -1.99315 -1.7 -1.4 1.5 0.12
C -1.41113 -1.53306 1.55870 0.3 -0.3 -0.4 -0.17
C -6.58715 1.40142 -1.37152 0.1 0.2 4.1 -0.06
O -3.43797 -3.36119 3.70573 -0.2 -0.4 0.2 -0.17
H 6.91897 -11.41882 -3.51663 -0.1 0.0 -0.1 0.12
C -5.53419 -0.18261 7.35863 0.3 -0.2 -0.2 -0.21
C 7.28791 1.91978 -1.76671 -0.2 0.2 -0.2 -0.18
C -6.55429 0.33603 8.34860 0.2 0.5 0.4 -0.18
N 6.02231 3.84809 -0.46363 -1.1 -0.3 2.1 -0.21
H -7.85259 5.77599 -0.65045 0.2 0.0 0.0 0.12
H -3.28103 -5.39834 5.67423 -0.1 0.0 -0.1 0.12
O 8.62473 4.37555 0.19989 -5.9 -0.6 1.8 -0.33
H 8.18210 0.02065 -2.66332 -2.3 0.9 -0.1 0.12
C 5.05253 -2.61247 -1.22535 -1.6 -5.9 -1.4 -0.28
H -5.47367 1.70989 -4.19373 0.9 2.1 0.2 0.03
C -5.23419 6.50350 0.95585 0.3 -0.3 -0.2 -0.21
H 7.56138 -5.19907 -7.13723 0.0 -0.1 0.0 0.12
C 6.10093 -0.43826 -1.73659 0.9 0.7 0.3 -0.25
C -7.61048 -0.13833 6.30565 0.0 0.1 -0.4 -0.21
N 6.14884 -1.91566 -2.05682 -2.4 -0.1 2.6 0.00
H -7.90276 0.84244 5.91490 -0.1 0.0 0.0 0.12
H 1.91102 7.09515 -0.37925 -0.2 -1.9 -1.7 0.12
H 3.75385 -2.68215 0.77599 1.2 1.1 -1.9 0.09
H -5.83543 1.83824 2.97524 -0.2 -0.2 -2.7 0.08
H -5.93356 3.51705 -3.75350 1.9 -1.6 -0.4 0.06
H 4.81372 3.62900 1.44881 -0.1 0.8 -2.2 0.13
H 4.78856 -10.36351 -3.02596 0.0 0.0 -0.1 0.12
H -6.04522 6.71578 2.97391 0.0 0.0 -0.1 0.12
H -6.28291 8.11768 1.91342 0.0 -0.1 0.0 0.12
C 7.09996 0.50261 -2.63400 0.6 0.1 1.1 -0.16
C 5.91075 2.41587 -1.02687 0.8 -1.4 -0.3 -0.24
C -7.75629 0.94079 -0.28112 3.9 1.9 1.3 -0.07
H -3.13184 0.20678 -2.70718 1.3 2.0 0.0 0.06
H -7.94831 -1.27237 8.10079 0.0 0.1 0.0 0.12
Si -3.93154 2.58102 -2.31947 -0.6 0.8 -0.7 0.53
H 3.45962 -1.13856 -0.30775 1.8 -1.8 0.6 0.10
H 3.35809 4.51930 -1.84868 -0.2 2.2 1.3 0.11
S 7.26541 3.91164 0.78745 7.6 -3.0 0.9 0.88
H 6.33588 -2.37186 -5.42927 0.1 0.0 0.0 0.12
C 6.34030 -4.42877 -4.70549 -0.6 0.1 0.2 -0.18
C 4.04479 5.49998 0.20145 -0.4 -0.8 -0.6 -0.16
C 7.40493 -5.45580 -4.99275 0.3 -0.4 0.2 -0.17
C -5.05970 -4.33441 5.13015 -0.6 0.1 0.0 -0.18
C -1.02004 0.27229 3.00886 0.2 0.4 0.0 -0.20
H -6.34522 0.02967 9.37668 0.0 0.0 -0.1 0.12
C 6.87436 -10.80857 -5.57778 0.1 0.1 -0.4 -0.21
H -4.66836 0.47900 7.26346 -0.1 -0.1 -0.1 0.12
H 7.92794 -11.09147 -5.65277 -0.1 0.1 0.0 0.12
H 6.45475 -0.30897 -0.60405 -1.0 0.1 -2.4 0.13
H 1.08910 3.98747 -0.54811 -0.6 2.1 -0.2 0.11
H 5.60370 1.75324 -0.08410 0.7 1.0 -2.4 0.13
C 0.73237 5.10374 -0.54188 -1.0 1.0 0.2 -0.22
O 7.51124 2.56113 1.50352 -2.3 4.7 -2.1 -0.34
H 6.40715 -8.66046 -3.59596 -0.1 0.0 0.1 0.12
H -1.45231 3.24662 -0.98764 -0.7 2.1 0.5 0.08
H -2.27206 -5.07099 3.53810 -0.1 0.1 0.0 0.12
```
Forces are in eV/Å.



C30H30BrHfN4O4S3Si | ωB97M-V with the def2-TZVPD basis set

Output
- E_HOMO (eV) = -4.253
- net charge = -1
- spin multiplicity = 1
- gap between HOMO and LUMO (eV) = 6.44

Geometry as XYZ:
```
74
Properties=species:S:1:pos:R:3:forces:R:3:lowdin_charge:R:1
S 0.07071 -3.47296 -2.22174 0.0 0.0 -0.1 0.54
C 5.99094 0.17209 -0.10327 0.0 0.0 0.0 -0.07
C 1.78418 3.02078 -1.76937 -0.1 0.0 0.0 -0.01
C -0.97927 0.45575 3.35536 0.0 0.2 0.1 -0.70
H -1.63555 1.26996 5.21892 0.0 0.0 0.0 0.10
H 5.96762 0.74616 0.81403 0.0 0.0 0.0 0.10
C -3.63144 -0.82144 0.29258 -0.1 0.1 -0.1 -0.76
H 2.67769 -4.15458 1.69865 0.0 0.0 0.0 0.02
H 3.76289 -0.75099 -3.87767 0.0 0.0 0.0 0.08
C 7.15970 -1.17789 -1.70768 0.0 0.0 0.0 -0.10
H 2.13973 -4.08347 0.01154 0.0 0.0 0.0 -0.01
Si 0.63274 -2.74842 1.52291 0.1 -0.1 0.1 0.39
Hf -0.08046 -0.46251 0.07827 -1.4 0.3 -0.2 1.50
H 2.30605 3.33341 -0.87390 0.0 0.0 0.0 0.11
C 1.07080 -2.14939 -2.21239 0.1 0.1 0.0 -1.23
C 2.11676 3.52473 -3.01347 0.0 0.0 0.0 -0.10
C -5.02799 -1.00920 0.46821 0.1 -0.1 0.0 -0.10
H -2.59704 1.77056 -2.22057 0.0 0.0 0.0 0.09
H -3.46520 2.42379 0.91329 0.0 0.0 0.0 0.14
C -5.33459 1.31110 0.98811 0.0 0.0 0.0 -0.08
N -0.62750 -0.60455 -2.17329 0.1 0.0 -0.5 -0.08
H 0.31567 2.82373 5.36746 0.0 0.0 0.0 0.11
C 2.27506 -3.49601 0.92070 0.0 0.0 0.1 -0.26
H -5.40034 -2.01323 0.32535 0.0 0.0 0.0 0.10
H -6.91665 -0.16524 0.93599 0.0 0.0 0.0 0.10
S -2.53075 -2.02017 -0.10809 0.4 -0.1 0.1 0.65
C -5.85801 0.01851 0.80677 0.0 0.1 0.0 -0.09
C 1.18280 2.08297 3.54217 -0.1 -0.1 0.0 0.02
C -3.99522 1.48907 0.80799 0.0 0.0 0.0 -0.04
H 8.07049 -0.34175 0.04805 0.0 0.0 0.0 0.09
C 3.54822 -0.84199 -2.81101 0.0 0.1 -0.1 -0.40
C 0.21257 2.14885 4.52764 0.1 0.0 -0.1 -0.04
C -0.54367 -4.23504 1.68274 0.0 0.0 0.0 -0.28
C 2.11484 0.92670 1.50666 0.1 0.0 0.0 -0.59
H 1.77449 -1.49658 3.40921 0.0 0.0 0.0 0.01
C -0.89360 0.57259 -2.62038 -0.1 -0.1 0.1 -0.29
H -5.95380 2.15160 1.26134 0.0 0.0 0.0 0.10
H 8.06841 -1.65861 -2.04924 0.0 0.0 0.0 0.09
C 1.05984 -2.32177 3.34573 0.0 -0.1 0.0 -0.25
H 3.01841 -2.72450 0.70932 0.0 0.0 0.0 0.01
N 0.77355 -0.84602 -1.97449 -0.2 0.0 0.0 -0.22
C 0.13025 1.61710 -2.82111 0.0 0.0 0.0 -0.13
N -3.19241 0.45724 0.46859 0.1 0.0 -0.1 -0.23
H 2.09111 2.66649 3.55156 0.0 0.0 0.0 0.12
H -0.71953 -4.69115 0.70611 0.0 0.0 0.0 0.00
H 0.18766 -2.06517 3.95121 0.0 0.0 0.0 -0.02
C 4.82527 0.04569 -0.84332 0.0 0.0 0.0 -0.02
H 3.91506 0.50859 -0.49009 0.0 0.0 0.0 0.09
H -1.51455 -3.93865 2.08504 0.0 0.0 0.0 -0.01
C 7.16087 -0.43800 -0.53227 0.0 0.0 0.0 -0.11
H 1.72480 3.51224 -5.13269 0.0 0.0 0.0 0.09
S 2.75766 -2.46954 -2.56616 0.1 -0.1 0.1 0.91
H -2.96025 0.04898 -2.57251 0.0 0.0 0.0 0.08
O 1.88234 -0.08253 0.74876 0.3 -0.1 0.1 -0.21
H -0.11042 -4.99317 2.34258 0.0 0.0 0.0 0.01
O 0.38852 1.60004 -0.47331 0.1 -0.2 0.1 -0.19
O 3.12700 1.60233 1.55747 0.0 0.0 0.0 0.07
H 5.99341 -1.88254 -3.36171 0.0 0.0 0.0 0.11
C -2.33523 0.90248 -2.82876 0.1 0.0 -0.1 0.00
C -0.87818 1.30034 4.45009 0.0 0.0 0.0 -0.10
H 1.53370 -3.19553 3.80593 0.0 0.0 0.0 0.02
O -1.90515 0.74305 0.30564 0.0 0.0 0.1 -0.31
C 0.76478 2.06374 -1.63854 0.0 0.0 0.0 -0.35
H 2.81519 -0.08498 -2.54172 0.0 0.0 0.0 0.06
C 0.45228 2.15561 -4.05688 0.0 0.0 0.0 -0.05
H 2.91473 4.25405 -3.09136 0.0 0.0 0.0 0.09
N -0.09190 0.42333 2.37532 0.1 0.0 0.1 0.01
C 5.99237 -1.30281 -2.44502 0.0 0.0 0.0 -0.06
Br -2.42042 -0.75311 3.31685 0.0 -0.1 0.0 0.89
H -2.49217 1.18164 -3.87425 0.0 0.0 0.0 0.09
C 1.45406 3.10996 -4.16547 0.0 0.0 0.0 -0.12
C 4.81444 -0.69494 -2.01915 0.0 0.0 0.0 -0.29
C 0.99809 1.18933 2.50255 0.2 0.1 0.1 -0.17
H -0.06170 1.80207 -4.94416 0.0 0.0 0.0 0.11
```
Forces are in eV/Å.